{
  "formula": "C38H53Cl4CuGeN4OP",
  "method": "the ωB97M-V functional and the def2-TZVPD basis",
  "lumo_energy_ha": [0.019, -0.039],
  "s2": 0.7551,
  "de_lowest_kcal_mol": 0.00,
  "charge": 0,
  "energy_ha": -7673.79787,
  "orbital_gap_ev": [7.8, 6.2],
  "spin_multiplicity": 2,
  "elements": ["H", "H", "Cl", "N", "H", "Cu", "C", "H", "C", "H", "H", "C", "H", "H", "H", "H", "H", "H", "H", "C", "C", "C", "C", "C", "H", "C", "H", "C", "H", "H", "C", "H", "C", "H", "H", "C", "H", "H", "C", "C", "C", "H", "C", "H", "H", "C", "H", "C", "C", "C", "H", "C", "C", "C", "H", "N", "C", "H", "C", "H", "N", "H", "O", "H", "Cl", "H", "H", "H", "C", "C", "C", "H", "H", "Cl", "N", "H", "P", "H", "H", "C", "Ge", "H", "H", "H", "H", "H", "H", "C", "H", "H", "H", "C", "H", "C", "Cl", "C", "C", "H", "H", "H", "C", "C", "C"],
  "positions_angstrom": [[-4.01663, 5.74345, -2.56874], [-4.20797, -7.27352, -0.71047], [-3.17665, -4.33804, 5.26409], [-0.86295, -4.07604, -0.24642], [3.07283, 1.55417, -1.81652], [-0.04687, -0.04132, 0.10443], [-3.77748, -3.27959, 2.84615], [-1.02664, 3.80119, 2.41054], [-1.58477, -7.12713, -2.95498], [-1.36407, 2.07942, 2.29131], [2.43695, 5.68834, 1.00261], [-3.14658, 4.24969, -1.28306], [-0.29173, 2.81658, -3.68115], [-2.68736, 3.22135, 2.57707], [-1.77876, -8.14568, -3.29686], [3.40868, -2.15202, -1.51386], [4.43638, 1.95721, 1.40665], [2.58569, -1.86945, 1.83362], [-0.97312, -6.05927, -0.57545], [-4.08995, -5.65605, 3.08613], [-2.57536, -5.13707, -1.73399], [3.67683, -0.17910, -0.63814], [3.53856, 2.52783, 1.19424], [-4.32211, 5.03396, -1.79883], [-4.30266, -4.14516, -2.47429], [-4.54143, -4.59232, 0.95707], [-4.27199, -2.46161, 0.93820], [4.85672, 4.62781, 1.67258], [4.51089, 0.35918, -0.17632], [0.39807, 4.56536, 0.31761], [-3.94439, -6.51447, -3.37180], [-4.03021, -7.48918, -3.85548], [-4.50274, -5.72607, 1.76224], [-3.69258, -5.78291, -4.14172], [-2.26289, 3.97859, -3.21669], [-3.71616, -4.43208, 3.61268], [-3.50353, -2.32336, 3.27171], [5.07581, -1.64165, -1.35919], [3.59712, 3.90343, 1.28150], [-0.04189, 2.53979, -2.65732], [-1.20564, -2.82207, 0.00530], [-1.28825, -6.52280, -3.80890], [-2.99784, 3.98803, 0.07250], [-5.35260, -5.63202, -0.73451], [-5.06564, 4.36836, -2.24309], [-2.18491, 3.75557, -2.15740], [-3.46075, -8.53870, -1.66951], [-4.19914, -3.36807, 1.52924], [1.51118, -0.50251, 3.08830], [3.33463, 0.50572, -1.96206], [-5.73284, -3.93062, -0.66606], [-3.82546, -4.26932, -1.49868], [4.10576, -1.62673, -0.85937], [-3.28588, -7.56501, -1.20777], [1.92360, -2.67466, -0.26211], [0.47800, -4.17251, -0.39260], [1.26677, 3.97431, 0.57529], [-2.51761, -7.70635, -0.44565], [0.88599, -2.94550, -0.21488], [1.46309, 0.56888, 3.29667], [0.06631, 1.89284, 0.11332], [-4.92353, -6.26438, -2.96071], [-1.78415, -4.44282, -2.70168], [-4.79222, -6.68724, 1.35498], [-1.79413, -0.51049, -2.28341], [5.26786, 5.19683, 0.83573], [-3.72028, 4.39309, 0.77374], [1.68925, -1.02312, 4.03069], [2.63783, -0.80785, 2.09800], [2.36704, 1.85494, 0.82915], [-2.85672, -6.57274, -2.29639], [-2.29101, -5.43713, 0.42005], [-4.05638, -6.54258, 3.70441], [-2.38542, -0.08588, 1.00087], [-0.11639, -2.06169, 0.03292], [-3.48012, -3.26597, -1.23930], [2.27557, 0.09635, 0.53506], [-2.20780, -2.47304, 0.16277], [0.10070, 1.46034, -2.61877], [1.19151, 2.56060, 0.50129], [-3.41913, 0.66834, -1.09114], [4.05222, 0.50869, 3.07621], [-4.80996, 5.58761, -0.99718], [4.67498, 5.33241, 2.48618], [-0.73803, -7.16995, -2.26797], [5.62346, 3.92780, 2.00561], [2.49103, 0.00756, -2.44620], [-1.69122, -5.25240, -0.46738], [4.20991, -2.18981, 0.07027], [4.82301, -0.66841, 2.00189], [4.18872, 0.45726, -2.64004], [4.00595, -0.51697, 2.70955], [0.91102, 3.00801, -2.39621], [-1.11795, 2.98690, -1.70882], [-5.00458, -0.98589, -1.14975], [-1.94050, 3.22781, 0.56359], [2.42758, 4.60395, 0.95839], [0.53680, -0.82024, 2.70989], [4.17598, -1.17994, 3.56012], [-2.27498, -3.68562, -3.03903], [-1.74920, 3.06590, 2.04482], [-1.01886, 2.68696, -0.34178], [-4.93094, -4.65495, -0.50137]],
  "atomic_forces_ev_per_a": [[-0.001, -0.001, -0.001], [0.003, 0.003, 0.000], [0.000, 0.000, -0.001], [0.017, -0.020, 0.031], [-0.001, 0.001, 0.002], [0.017, 0.033, -0.040], [-0.005, -0.001, -0.002], [0.001, 0.001, 0.001], [-0.003, 0.006, 0.007], [0.001, 0.002, -0.001], [0.000, 0.001, 0.000], [-0.003, -0.004, 0.005], [0.001, 0.001, 0.000], [-0.001, -0.002, 0.000], [-0.001, 0.000, -0.002], [0.000, 0.002, 0.003], [0.003, -0.001, 0.002], [-0.001, 0.002, -0.001], [-0.004, -0.005, 0.002], [0.000, 0.001, 0.002], [0.013, 0.018, 0.030], [0.004, 0.003, 0.000], [-0.008, -0.005, 0.009], [-0.001, 0.000, -0.003], [0.001, 0.007, -0.004], [0.001, 0.014, -0.004], [-0.005, -0.001, 0.004], [0.005, -0.001, 0.007], [-0.002, 0.003, 0.002], [0.001, 0.001, 0.000], [0.003, 0.000, 0.002], [0.002, 0.001, -0.002], [-0.007, 0.000, 0.002], [-0.005, 0.000, -0.002], [0.001, -0.001, 0.000], [0.003, -0.006, 0.004], [-0.001, 0.001, 0.000], [-0.001, 0.000, -0.002], [-0.004, 0.004, -0.013], [0.006, 0.000, -0.009], [-0.009, 0.022, -0.041], [0.001, -0.001, -0.002], [-0.009, -0.004, 0.000], [0.002, -0.003, 0.000], [0.000, 0.000, 0.002], [0.007, -0.001, 0.001], [0.000, -0.001, 0.000], [0.008, -0.006, -0.004], [0.002, -0.002, -0.001], [0.001, -0.005, -0.001], [-0.003, -0.004, 0.000], [-0.017, -0.018, -0.006], [-0.005, -0.009, -0.003], [-0.004, 0.002, 0.002], [-0.008, -0.003, 0.006], [-0.013, 0.002, -0.012], [-0.001, -0.010, -0.003], [0.002, -0.001, 0.001], [0.011, 0.005, -0.006], [0.001, 0.000, 0.000], [0.030, -0.009, -0.019], [0.000, 0.000, 0.002], [-0.046, -0.082, -0.112], [0.001, 0.000, -0.001], [-0.017, 0.002, -0.010], [-0.002, 0.003, 0.001], [0.000, 0.001, 0.001], [-0.001, -0.001, 0.001], [0.000, -0.005, 0.006], [-0.003, 0.001, -0.002], [0.021, -0.008, 0.004], [0.003, 0.003, 0.004], [0.000, -0.001, 0.000], [-0.059, -0.007, 0.009], [0.003, -0.016, 0.045], [-0.002, -0.008, -0.011], [0.035, 0.002, -0.003], [0.008, -0.006, 0.012], [0.000, 0.002, 0.000], [-0.014, 0.003, 0.017], [-0.007, -0.016, 0.008], [0.001, 0.002, 0.003], [0.002, 0.003, 0.000], [0.000, -0.002, 0.002], [0.001, 0.000, 0.000], [0.001, 0.000, -0.005], [0.001, 0.001, -0.001], [-0.012, 0.021, -0.002], [0.000, 0.003, 0.000], [0.000, 0.001, 0.000], [0.001, -0.001, -0.001], [0.000, 0.003, -0.006], [0.000, 0.000, 0.002], [-0.008, -0.007, -0.002], [0.018, 0.025, -0.001], [0.009, 0.002, -0.007], [0.004, 0.003, -0.003], [-0.001, 0.000, 0.001], [0.000, -0.002, 0.000], [0.040, 0.067, 0.082], [-0.001, 0.006, 0.000], [-0.005, 0.003, 0.023], [0.008, -0.008, 0.000]]
}